The following is a quantum chemistry calculation of a 2-piece molecular cluster, C5H13ISi overall at a distorted geometry, from OMol25.

Computed properties:
ΔE to the lowest compared entry with this formula, charge and spin   287.9 kJ/mol
E_HOMO   -0.2657 Eh
Calculated total energy   -785.39387 hartree
LUMO   -1.635 eV
Spin multiplicity   1
Frontier orbital gap   5.59 eV

```
20
C5H13ISi the ωB97M-V functional and the def2-TZVPD basis
C 0.93592 -2.78642 -0.18872
C -0.47901 2.16563 1.37027
C -1.57884 0.55907 -1.22407
C 1.34713 -1.30689 -0.50750
C -0.30265 0.61653 1.47892
Si -0.14712 -0.10137 -0.24986
I 1.45167 2.51340 -2.81260
H 0.58939 -3.10894 0.82207
H 0.04872 -3.19327 -0.86187
H 1.84735 -3.34538 -0.44411
H -1.37283 2.34991 0.67352
H -0.40891 2.66887 2.38334
H 0.29666 2.52375 0.84681
H -1.98669 -0.10968 -1.85177
H -2.26953 0.97999 -0.44212
H -1.20444 1.45921 -1.85428
H 1.75686 -1.32334 -1.50262
H 2.04548 -1.27806 0.21380
H -1.15950 0.32974 2.16071
H 0.59034 0.38725 1.99009
```

Atomic partial charges in e from the Löwdin method, atoms 1 to 2: -0.18 -0.15

The following is a quantum chemistry calculation of one molecule with the formula C4H6N2O at a distorted geometry, from OMol25.

Computed properties:
ΔE to the lowest compared entry with this formula, charge and spin   150.8 kJ/mol
E_HOMO   -0.3819 Eh
Calculated total energy   -340.73747 hartree
LUMO   0.673 eV
Spin multiplicity   1
Frontier orbital gap   11.07 eV

```
13
C4H6N2O the ωB97M-V functional and the def2-TZVPD basis
N 1.01251 1.85092 -1.93708
C 0.79089 0.87909 -1.16940
O -0.48742 0.43379 -1.03809
C -0.65864 -0.78669 -0.35412
C -1.00584 -0.60508 1.12269
C 0.15552 -0.17870 1.90896
N 1.11067 0.12974 2.48462
H 1.99706 2.10500 -1.94480
H 1.50074 0.33736 -0.53051
H 0.24761 -1.39432 -0.44248
H -1.49094 -1.31891 -0.82299
H -1.81719 0.12283 1.22837
H -1.35495 -1.57504 1.49484
```

Atomic partial charges in e from the Löwdin method, atoms 1 to 2: 0.12 -0.31

The following is a quantum chemistry calculation of a 2-piece molecular cluster, C10H13N2P overall at a distorted geometry, from OMol25.

Computed properties:
ΔE to the lowest compared entry with this formula, charge and spin   430.3 kJ/mol
E_HOMO (spin up / spin down)   -0.2458 / -0.3293 Eh
Calculated total energy   -839.48504 hartree
LUMO (spin up / spin down)   -0.339 / -0.254 eV
Spin multiplicity   1
Frontier orbital gap (spin up / spin down)   6.35 / 8.71 eV

```
26
C10H13N2P the ωB97M-V functional and the def2-TZVPD basis
C -0.84774 0.13218 -3.51970
C -1.11241 -0.88409 -2.70439
C 0.19218 0.98981 -3.26099
C -0.41773 -1.08526 -1.51048
C 0.81820 0.89023 -2.04283
C 0.53581 -0.16953 -1.17239
C -0.24960 -2.16020 1.38715
C 0.88938 -2.17164 2.30498
C -0.49760 1.79087 2.67547
C 0.21521 2.65693 1.61183
N 1.05232 -1.77365 0.92029
N -0.54656 1.47409 1.31392
P 1.55982 -0.28768 0.31837
H -1.60820 0.37782 -4.39892
H -1.86385 -1.66758 -2.89611
H 0.51890 1.76369 -3.90320
H -0.44172 -1.95070 -0.91841
H 1.62433 1.51824 -1.65642
H -0.59975 -3.08970 1.13392
H -1.10095 -1.47501 1.25726
H 1.24442 -1.53906 3.06804
H 1.14530 -3.15184 2.46783
H 0.08882 1.34407 3.50082
H -1.49952 2.10945 2.97929
H -0.41898 3.55954 1.35967
H 1.31991 2.79902 1.68503
```

Atomic partial charges in e from the Löwdin method, atoms 1 to 2: -0.13 -0.11

The following is a quantum chemistry calculation of a 12-piece molecular cluster, C5H35NO11S2 overall at a distorted geometry, from OMol25.

Computed properties:
ΔE to the lowest compared entry with this formula, charge and spin   285.9 kJ/mol
E_HOMO   -0.3332 Eh
Calculated total energy   -1890.22117 hartree
LUMO   0.063 eV
Spin multiplicity   1
Frontier orbital gap   9.13 eV

```
54
C5H35NO11S2 the ωB97M-V functional and the def2-TZVPD basis
S -3.88044 -2.28071 2.12472
S -2.65315 -2.89549 0.54929
C -1.27280 -1.63319 0.51648
C -1.40920 -0.80337 -0.75818
C -2.28171 0.39533 -0.71297
N 0.04011 -0.45109 -1.04336
C 0.31656 -0.10908 -2.45528
C 1.79663 0.25433 -2.83474
H -3.55676 -2.93715 3.24683
H -0.39942 -2.24000 0.41742
H -1.24414 -1.18878 1.54109
H -1.68769 -1.41477 -1.68938
H -1.88526 1.20086 0.02076
H -3.26709 0.19277 -0.27684
H -2.42095 0.76296 -1.71089
H 0.35731 0.21763 -0.32741
H -0.34644 0.69256 -2.79965
H -0.04074 -0.97620 -3.05048
H 2.37101 0.47292 -1.92579
H 2.31517 -0.49127 -3.46915
H 1.85330 1.18498 -3.42284
H 2.42084 -3.66638 -0.13965
H 1.97454 -2.57842 -1.25996
O 2.00184 -3.49476 -0.97029
H 1.17084 1.96783 2.44691
H 1.33697 3.01268 1.23542
O 1.50035 2.05495 1.52381
H -1.80767 2.54893 3.46220
H -1.54604 4.16072 3.20224
O -2.00453 3.50079 3.70271
H 1.31232 -1.20472 0.69665
H 2.31838 -0.93660 1.78880
O 1.39090 -0.95619 1.63498
H -0.85404 3.97691 -0.28418
H -0.18450 2.62465 -0.25443
O -0.10055 3.53052 0.14150
H -1.83478 3.54601 -3.06324
H -1.89051 2.13056 -2.96679
O -1.78674 2.90241 -2.36185
H 4.73916 1.11508 1.73141
H 3.19905 1.25908 1.73781
O 3.94710 0.76967 2.15897
H 3.11052 1.21958 4.55980
H 1.65792 1.53094 4.17720
O 2.20760 1.19048 4.88081
H 0.44299 -3.56412 -3.09664
H 0.11623 -4.78790 -2.24703
O -0.18972 -4.24226 -2.96637
H 0.00013 0.45329 4.20348
H 0.36215 0.34080 2.62725
O -0.18732 0.74393 3.31350
H -1.32361 -2.92074 -3.93877
H -2.55093 -2.14392 -3.61007
O -1.65320 -2.03701 -4.00576
```

Atomic partial charges in e from the Löwdin method, atoms 1 to 2: 0.29 0.44

The following is a quantum chemistry calculation of an isolated ion of composition C4H7O2 and charge -1 at a distorted geometry, from OMol25.

Computed properties:
ΔE to the lowest compared entry with this formula, charge and spin   46.9 kJ/mol
E_HOMO   -0.1361 Eh
Total charge   -1
Calculated total energy   -307.13578 hartree
LUMO   3.944 eV
Spin multiplicity   1
Frontier orbital gap   7.65 eV

```
13
C4H7O2 the ωB97M-V functional and the def2-TZVPD basis
O -1.94863 2.12089 0.16216
C -1.95885 0.87497 0.04449
O -2.73577 0.20597 -0.68575
C -0.70680 0.08197 0.60395
C 0.33179 -0.14047 -0.48805
C 1.72495 -0.48648 -0.00473
H -1.06475 -0.90217 0.91699
H -0.42408 0.52520 1.56692
H 0.37491 0.59082 -1.28795
H -0.06778 -0.99896 -1.06251
H 2.15164 0.05555 0.84283
H 1.90782 -1.53475 0.24877
H 2.41555 -0.39255 -0.85712
```

Atomic partial charges in e from the Löwdin method, atoms 1 to 2: -0.11 -0.75

The following is a quantum chemistry calculation of an isolated ion of composition C3H8N5 and charge +1 at a distorted geometry, from OMol25.

Computed properties:
ΔE to the lowest compared entry with this formula, charge and spin   359.2 kJ/mol
E_HOMO (spin up / spin down)   -0.4437 / -0.4605 Eh
Total charge   +1
Calculated total energy   -392.51059 hartree
LUMO (spin up / spin down)   -5.137 / -5.340 eV
Spin multiplicity   1
Frontier orbital gap (spin up / spin down)   6.94 / 7.19 eV

```
16
C3H8N5 the ωB97M-V functional and the def2-TZVPD basis
C -0.53283 -0.79354 -0.75669
C -1.32129 -0.34733 0.36735
C 0.73285 -0.39171 -1.35506
N 1.53257 0.52135 -0.71083
N -0.72218 0.19260 1.42310
N 1.01804 -0.55270 -2.64911
N -1.37743 0.59613 2.38590
N 1.57294 0.87701 0.56011
H -1.15664 -1.38468 -1.32800
H -2.42399 -0.47469 0.30665
H 0.36866 -0.99768 -3.32388
H 2.01444 -0.43399 -2.89972
H -0.86606 0.70639 3.28177
H -2.33054 0.59804 2.54350
H 1.37617 0.23937 1.30562
H 2.11529 1.64544 0.84930
```

Atomic partial charges in e from the Löwdin method, atoms 1 to 2: 0.06 -0.09